(1)
16
Properties=species:S:1:pos:R:3 method="wB97M-V/def2-TZVPD" total_energy_ev=-68522.3273 multiplicity=8 e_homo_ev="-12.74 / -12.59" s2=16.141 charge=+1
N -0.303 -1.085 -0.347
S 0.410 -2.167 0.735
C -1.069 -2.933 1.466
F -0.675 -3.544 2.586
F -1.636 -3.841 0.671
F -2.020 -2.049 1.779
S 0.338 0.311 -0.606
O 1.803 0.348 -1.029
O 0.428 1.802 0.446
C -0.614 0.770 -2.143
F -1.822 0.244 -2.100
F -0.718 2.084 -2.214
F 0.031 0.323 -3.202
Gd 2.755 2.391 0.151
O 1.666 3.748 1.446
H 1.426 3.598 2.362


(2)
16
Properties=species:S:1:pos:R:3 method="wB97M-V/def2-TZVPD" total_energy_ev=-48548.9662 e_homo_ev=-11.93 de_lowest_kj_mol=0.00 charge=+1
N -0.599 -1.059 -0.534
S 0.294 -2.326 0.135
C -1.032 -3.490 0.576
F -0.528 -4.321 1.491
F -1.461 -4.213 -0.458
F -2.107 -2.893 1.098
S -0.035 0.387 -0.556
O 1.420 0.600 -0.938
O -0.124 1.524 0.712
C -1.035 1.082 -1.968
F -2.167 0.419 -2.090
F -1.298 2.352 -1.727
F -0.336 0.977 -3.079
La 2.294 2.590 0.793
O 1.034 3.511 2.451
H 0.760 3.110 3.276


(3)
16
Properties=species:S:1:pos:R:3 method="wB97M-V/def2-TZVPD" total_energy_ev=-96110.2991 e_homo_ev="-8.87 / -8.87"
N 1.148 -0.393 -0.587
S 1.778 1.093 -1.096
C 2.954 1.454 0.242
F 3.341 2.723 0.092
F 4.040 0.680 0.211
F 2.424 1.319 1.461
S -0.401 -0.495 -0.339
O -1.291 -0.415 -1.590
O -1.912 0.513 0.728
C -0.475 -2.302 0.108
F 0.526 -2.596 0.918
F -1.618 -2.553 0.721
F -0.395 -3.039 -0.982
Zn -2.759 0.524 -0.970
O -3.744 1.295 0.384
H -3.615 2.193 0.700


(4)
11
Properties=species:S:1:pos:R:3 method="wB97M-V/def2-TZVPD" total_energy_ev=-30717.7409 e_homo_ev=-9.70
C -0.357 -1.559 -0.106
C -0.453 1.435 -0.112
N 1.761 -0.106 0.331
F -0.773 -1.212 1.065
F -1.372 -1.718 -1.045
F 0.203 -2.737 0.080
F -0.149 1.548 1.209
F -0.231 2.560 -0.799
F -1.807 1.308 -0.087
S 0.746 -0.103 -0.757
H 2.431 0.585 0.221


(5)
6
Properties=species:S:1:pos:R:3 method="wB97M-V/def2-TZVPD" total_energy_ev=-14390.5579 multiplicity=3 e_homo_ev="-7.02 / -10.52" s2=2.010 de_lowest_kj_mol=461.23
C 0.419 0.206 0.018
C -0.604 -0.016 -0.804
N 1.504 0.872 0.398
F -0.580 -1.344 -1.408
I -2.250 0.360 0.336
H 1.511 -0.077 1.460


(6)
8
Properties=species:S:1:pos:R:3 method="wB97M-V/def2-TZVPD" total_energy_ev=-18485.7932 e_homo_ev="-9.67 / -9.78" de_lowest_kj_mol=304.75 smiles="O=NOI.C#CF"
O -0.684 2.083 0.800
N -0.877 1.020 1.273
O -1.373 0.008 0.974
I -2.161 -0.427 -1.182
C 1.641 -0.195 -0.865
C 1.150 -1.143 -0.304
F 0.767 -2.189 0.278
H 1.538 0.843 -0.974


(7)
8
Properties=species:S:1:pos:R:3 method="wB97M-V/def2-TZVPD" total_energy_ev=-18484.7780 e_homo_ev="-10.11 / -9.33" de_lowest_kj_mol=402.70
C 1.361 -0.854 -0.143
C 1.587 0.332 -0.203
N -1.308 -0.451 0.535
O -1.674 0.614 0.757
O -0.936 -1.508 0.839
F 2.262 1.360 -0.471
I -2.129 2.126 -1.533
H 0.837 -1.620 0.220


(8)
7
Properties=species:S:1:pos:R:3 method="wB97M-V/def2-TZVPD" total_energy_ev=-9096.9774 e_homo_ev=-13.82 de_lowest_kj_mol=79.08 charge=+1
H 0.360 1.382 1.628
Li -2.749 0.112 -0.913
C 0.715 1.093 0.423
C -0.035 -0.071 -0.165
O -1.212 -0.183 -0.323
O 0.431 2.273 0.494
F 0.783 -1.057 -0.468


(9)
7
Properties=species:S:1:pos:R:3 method="wB97M-V/def2-TZVPD" total_energy_ev=-42499.6438 multiplicity=2 e_homo_ev="-17.85 / -20.26" s2=0.755 charge=+2
H -0.116 2.670 0.792
C 0.750 0.369 1.555
C 0.243 -0.217 0.386
O -0.371 0.424 -0.478
O 0.950 0.487 2.688
F 0.684 -1.439 0.166
Lu -1.076 2.508 -0.967


(10)
7
Properties=species:S:1:pos:R:3 method="wB97M-V/def2-TZVPD" total_energy_ev=-9832.9350 e_homo_ev=-10.57 de_lowest_kj_mol=100.84 smiles=Fc1cnno1
F -0.893 0.503 1.775
C -0.398 0.287 0.586
C 0.569 -0.577 0.163
N 0.633 -0.362 -1.197
N -0.221 0.478 -1.573
O -0.921 0.929 -0.428
H 1.231 -1.258 0.674